# 1
Molecular formula: C8H14N4O2S
Method: DFT, ωB97M-V/def2-TZVPD

Geometry as XYZ:
```
29
Properties=species:S:1:pos:R:3:mulliken_charge:R:1
C -3.498 1.121 -0.239 -0.545
C -3.104 -1.136 0.367 -0.439
C -2.161 1.278 -0.268 -0.248
C -1.767 -0.952 0.394 -0.508
C -4.075 -0.144 -0.053 0.838
C -1.225 0.303 0.085 -0.216
C 3.924 -1.149 -0.768 -1.400
C 3.342 0.013 0.005 0.763
N -5.422 -0.352 -0.073 -0.489
N 3.492 1.298 -0.523 -0.516
N 3.430 -0.004 1.381 -0.471
N 1.355 -0.524 -0.480 -0.597
O 0.911 1.807 -0.156 -0.786
O 0.629 0.341 1.803 -0.711
S 0.483 0.549 0.385 1.513
H -4.114 1.964 -0.370 0.296
H -3.439 -2.196 0.536 0.154
H -1.944 2.364 -0.346 0.272
H -1.144 -1.743 0.851 0.300
H 4.762 -1.571 -0.108 0.311
H 4.388 -1.015 -1.756 0.353
H 3.218 -1.915 -0.804 0.393
H -5.970 0.445 -0.241 0.183
H -5.686 -1.270 -0.070 0.188
H 2.799 1.975 -0.339 0.359
H 3.644 1.405 -1.542 0.233
H 2.760 0.609 1.909 0.350
H 3.433 -0.905 1.791 0.232
H 0.976 -0.594 -1.371 0.188
```

The calculation puts the HOMO energy at -7.97 eV. The frontier orbital gap is 8.86 eV. Its molar mass is 230.29 g mol⁻¹. The calculation puts the LUMO energy at 0.89 eV. The value obtained for the energy above the lowest of the compared OMol25 structures with the same formula, charge and spin is 17.2 kcal/mol. The calculation puts the total energy at -1080.85787 Eh.

# 2
Molecular formula: C8H14N4O5
Method: DFT, ωB97M-V/def2-TZVPD

Geometry as XYZ:
```
31
Properties=species:S:1:pos:R:3:mulliken_charge:R:1
C -0.486 1.198 1.516 0.580
C -0.636 -0.272 1.813 -0.100
C 0.812 1.653 0.717 -0.618
C 2.200 1.395 1.463 0.358
C -0.844 -0.775 -0.593 0.808
C -2.342 -0.643 -1.046 0.677
C -0.104 -1.799 -1.598 -1.442
C 0.862 -1.277 -2.763 0.398
H -1.379 2.076 3.136 0.254
H 0.285 2.296 2.957 0.291
H -1.316 1.598 0.734 0.188
H 0.911 1.196 -0.276 0.362
H 0.860 2.810 0.432 0.279
H 3.453 0.007 2.104 0.264
H 2.402 -0.577 0.986 0.221
H -1.266 -2.013 1.084 0.349
H -0.232 0.058 -0.662 -0.375
H 0.466 -2.445 -1.001 0.513
H -0.902 -2.387 -2.017 0.481
H -0.566 -1.332 -4.057 0.258
H 0.834 -0.811 -4.693 0.289
H -2.906 0.290 0.621 0.392
N -0.620 2.280 2.505 -0.674
N 2.835 0.239 1.296 -0.408
N -0.689 -1.221 0.743 -0.031
N 0.247 -0.798 -3.868 -0.440
O -0.612 -0.533 3.020 -0.612
O 2.697 2.111 2.310 -0.629
O -2.758 -1.059 -2.128 -0.579
O 1.983 -1.284 -2.423 -0.537
O -3.187 0.020 -0.309 -0.517
```

The calculation puts the HOMO energy at -9.91 eV. The frontier orbital gap is 10.12 eV. Its molar mass is 246.22 g mol⁻¹. The calculation puts the LUMO energy at 0.21 eV. Its structure (SMILES) is NC(=O)C[C@H](NC(=O)[C@@H](N)CC(N)=O)C(=O)O. The value obtained for the energy above the lowest of the compared OMol25 structures with the same formula, charge and spin is 85.6 kcal/mol. The calculation puts the total energy at -908.44923 Eh.

# 3
Molecular formula: C8H14N6
Method: DFT, ωB97M-V/def2-TZVPD

Geometry as XYZ:
```
28
Properties=species:S:1:pos:R:3:mulliken_charge:R:1
C 0.458 -1.909 -2.611 0.108
C 1.167 0.046 -3.329 0.021
C 1.458 1.408 -2.905 -0.220
C 0.904 1.358 -1.510 0.058
C 0.530 -0.879 3.047 -0.903
C -1.948 -0.964 1.010 -1.362
C 0.929 -0.170 1.811 -0.359
C -1.220 0.332 0.974 0.396
N 0.615 -1.980 -3.900 -0.532
N 1.015 -0.784 -4.358 -0.482
N 0.859 -0.652 -2.184 0.025
N 0.697 0.144 -1.082 -0.095
N 0.935 2.367 -0.600 -0.533
N -0.034 0.730 1.241 -0.482
H 0.278 -2.717 -1.918 0.402
H 2.518 1.516 -2.893 0.233
H 1.276 -1.726 3.130 0.285
H 0.680 -0.304 3.940 0.331
H -0.538 -1.189 3.002 0.168
H -2.200 -1.267 2.024 0.313
H -2.835 -0.980 0.388 0.318
H -1.097 -1.618 0.792 0.400
H 1.886 0.298 2.101 0.349
H 1.304 -0.858 0.871 0.200
H 1.024 2.088 -3.665 0.326
H -1.818 1.013 0.326 0.351
H 0.467 3.166 -0.771 0.235
H 0.578 1.898 0.342 0.448
```

The calculation puts the HOMO energy at -8.65 eV. The frontier orbital gap is 9.32 eV. Its molar mass is 194.24 g mol⁻¹. The calculation puts the LUMO energy at 0.67 eV. Its structure (SMILES) is NC1=Nn2cnnc2C1.C/C=N\CC. The value obtained for the energy above the lowest of the compared OMol25 structures with the same formula, charge and spin is 5.6 kcal/mol. The calculation puts the total energy at -641.63700 Eh.

# 4
Molecular formula: C8H14NO
Method: DFT, ωB97M-V/def2-TZVPD

Geometry as XYZ:
```
24
Properties=species:S:1:pos:R:3:mulliken_charge:R:1
C -1.566 0.862 -0.220 -0.746
C -0.267 1.249 0.161 -0.218
C -2.356 -0.233 -0.717 1.224
C 1.821 -0.304 0.515 0.686
C -1.885 -1.476 -0.977 -1.096
C -3.806 0.084 -0.980 -1.392
C 2.360 -0.377 1.941 -1.469
C 2.951 -0.274 -0.510 -1.455
N 1.026 0.935 0.376 0.426
O 1.815 1.993 0.645 -0.835
H -2.199 1.747 -0.146 0.056
H -0.285 2.325 0.344 0.275
H -0.850 -1.724 -0.811 0.221
H -2.506 -2.265 -1.376 0.258
H 1.154 -1.158 0.320 -0.010
H -4.249 0.612 -0.133 0.326
H -4.375 -0.831 -1.155 0.365
H -3.907 0.724 -1.860 0.243
H 1.550 -0.558 2.647 0.332
H 2.811 0.589 2.164 0.329
H 3.104 -1.167 2.038 0.411
H 3.450 0.688 -0.410 0.330
H 2.548 -0.359 -1.518 0.325
H 3.660 -1.083 -0.337 0.413
```

The calculation puts the HOMO energy at -1.78 eV. The frontier orbital gap is 5.61 eV. Its molar mass is 140.21 g mol⁻¹. The calculation puts the LUMO energy at 3.83 eV. Its structure (SMILES) is C=C(C)/C=C\N([O-])C(C)C. The value obtained for the energy above the lowest of the compared OMol25 structures with the same formula, charge and spin is 0.0 kcal/mol. Its charge is -1. The calculation puts the total energy at -443.12114 Eh.

# 5
Molecular formula: C8H14NO
Method: DFT, ωB97M-V/def2-TZVPD

Geometry as XYZ:
```
24
Properties=species:S:1:pos:R:3:mulliken_charge:R:1
C -0.091 -1.327 2.626 -0.464
C 0.541 -0.262 -0.577 -0.562
C -0.509 -0.120 2.251 0.449
C -0.602 0.832 1.249 0.548
C -0.594 -0.482 3.756 -0.507
C -1.301 2.177 1.509 -1.486
C 1.965 -0.282 -2.676 -0.828
C -0.324 -0.923 -2.717 -0.845
N 0.629 -0.074 -1.990 0.206
O -0.190 0.722 0.038 -0.195
H 0.451 -1.382 -0.442 0.224
H -1.689 -0.645 4.174 0.181
H 0.479 -2.212 2.392 0.392
H -0.009 0.022 4.561 0.251
H -2.347 2.000 1.275 0.320
H -1.272 2.305 2.575 0.395
H -0.908 3.098 1.175 0.422
H 2.485 -1.027 -2.220 0.377
H 1.833 -0.490 -3.808 0.286
H 2.594 0.523 -2.484 0.429
H -0.040 -1.959 -2.739 0.425
H -1.437 -0.809 -2.274 0.267
H -0.210 -0.586 -3.705 0.421
H 0.547 0.902 -1.948 0.294
```

The calculation puts the HOMO energy (spin up / spin down) at -10.99 / -12.00 eV. The frontier orbital gap (spin up / spin down) is 6.67 / 8.09 eV. Its molar mass is 140.21 g mol⁻¹. The calculation puts the LUMO energy (spin up / spin down) at -4.32 / -3.90 eV. The value obtained for the energy above the lowest of the compared OMol25 structures with the same formula, charge and spin is 169.9 kcal/mol. Its charge is +1. The calculation puts the total energy at -442.71613 Eh.

# 6
Molecular formula: C8H14NO
Method: DFT, ωB97M-V/def2-TZVPD

Geometry as XYZ:
```
24
Properties=species:S:1:pos:R:3:mulliken_charge:R:1
C 1.077 0.541 0.648 0.324
C 0.149 -0.169 -0.341 0.503
C 0.881 1.262 -0.394 0.570
C 1.121 0.712 2.103 -1.116
C 1.217 2.048 -1.466 -1.468
C 0.501 -2.741 -0.998 -1.431
C -3.109 0.362 1.182 -0.774
C 0.659 -1.250 -1.356 -0.422
N -1.703 0.545 0.975 -0.204
O -1.214 -0.214 0.051 0.128
H 0.093 0.453 2.581 0.236
H 1.255 1.812 2.516 0.324
H 1.815 0.088 2.690 0.357
H 1.772 2.864 -1.158 0.417
H 0.348 2.461 -1.930 0.406
H 1.744 1.490 -2.383 0.273
H 0.970 -3.210 -1.761 0.442
H -0.440 -3.058 -0.669 0.382
H 1.185 -2.980 -0.181 0.370
H -3.194 0.190 2.298 0.312
H -3.473 -0.422 0.500 0.379
H -3.551 1.337 1.007 0.340
H 0.148 -1.161 -2.378 0.343
H 1.751 -0.961 -1.533 0.312
```

The calculation puts the HOMO energy (spin up / spin down) at -13.25 / -13.25 eV. The frontier orbital gap (spin up / spin down) is 7.08 / 7.08 eV. Its molar mass is 140.21 g mol⁻¹. The calculation puts the LUMO energy (spin up / spin down) at -6.16 / -6.16 eV. The value obtained for the energy above the lowest of the compared OMol25 structures with the same formula, charge and spin is 171.7 kcal/mol. Its charge is +1. The calculation puts the total energy at -442.71329 Eh.

# 7
Molecular formula: C8H14NS
Method: DFT, ωB97M-V/def2-TZVPD

Geometry as XYZ:
```
24
Properties=species:S:1:pos:R:3:mulliken_charge:R:1
C -1.706 0.215 0.902 -0.153
C -2.877 -0.314 0.246 -0.641
C -0.232 0.190 0.486 -0.338
C 2.099 0.280 -0.042 -1.460
C 0.495 -1.157 -1.206 -1.638
C 1.166 -1.745 1.176 -1.597
C -0.666 2.488 -0.409 -0.656
C 0.855 -0.638 0.200 2.148
N -0.893 1.283 0.305 -0.043
S -3.324 -0.458 -1.336 -0.099
H -1.794 0.349 1.941 0.547
H -3.747 -0.331 0.865 0.373
H 2.934 -0.334 -0.402 0.419
H 1.775 0.779 -1.049 0.460
H 2.434 0.869 0.860 0.289
H 0.002 -0.382 -1.805 0.440
H 1.411 -1.265 -1.787 0.432
H -0.043 -2.066 -1.093 0.385
H 1.574 -1.363 2.061 0.429
H 0.180 -2.264 1.450 0.373
H 1.863 -2.370 0.571 0.389
H 0.366 2.432 -0.252 0.298
H -0.895 2.326 -1.516 0.283
H -0.976 3.476 -0.169 0.359
```

The calculation puts the HOMO energy at -12.80 eV. The frontier orbital gap is 7.88 eV. Its molar mass is 156.27 g mol⁻¹. The calculation puts the LUMO energy at -4.92 eV. Its structure (SMILES) is C[N+]1=C(C(C)(C)C)[C@@H]1C=S. The value obtained for the energy above the lowest of the compared OMol25 structures with the same formula, charge and spin is 103.7 kcal/mol. Its charge is +1. The calculation puts the total energy at -765.75755 Eh.

# 8
Molecular formula: C8H14O
Method: DFT, ωB97M-V/def2-TZVPD

Geometry as XYZ:
```
23
Properties=species:S:1:pos:R:3:mulliken_charge:R:1
C -1.555 -0.035 1.807 -1.776
C 0.569 1.572 -1.965 -1.335
C 1.179 -1.435 -0.490 -1.863
C 1.292 0.460 1.135 -1.958
C -1.077 -0.506 0.440 1.299
C -0.131 0.702 -0.993 0.286
C 0.441 -0.222 0.071 1.791
C -1.403 0.432 -0.707 -1.343
O -1.508 -1.839 0.311 -0.625
H -1.313 -2.146 -0.580 0.364
H -2.347 0.751 -1.110 0.464
H -1.046 -0.590 2.590 0.375
H -1.382 1.028 1.935 0.354
H -2.621 -0.233 1.882 0.461
H -0.144 2.087 -2.604 0.351
H 1.171 2.312 -1.437 0.312
H 1.241 0.980 -2.585 0.305
H 1.209 -2.230 0.252 0.367
H 0.693 -1.812 -1.389 0.436
H 0.819 1.371 1.491 0.396
H 1.450 -0.207 1.979 0.396
H 2.200 -1.163 -0.750 0.460
H 2.263 0.721 0.717 0.483
```

The calculation puts the HOMO energy at -9.24 eV. The frontier orbital gap is 10.08 eV. Its molar mass is 126.20 g mol⁻¹. The calculation puts the LUMO energy at 0.84 eV. Its structure (SMILES) is CC1=C[C@@](C)(O)C1(C)C. The value obtained for the energy above the lowest of the compared OMol25 structures with the same formula, charge and spin is 10.8 kcal/mol. The calculation puts the total energy at -388.42477 Eh.

# 9
Molecular formula: C8H14O2Si
Method: DFT, ωB97M-V/def2-TZVPD

Geometry as XYZ:
```
25
Properties=species:S:1:pos:R:3:mulliken_charge:R:1
C -3.678 0.603 0.309 0.151
C -0.620 -1.775 0.981 -0.414
C -2.406 -0.982 -0.824 -0.639
C -1.061 -1.573 -0.489 -0.257
C -0.362 -0.518 0.267 0.441
C 1.106 1.573 1.519 -1.060
C 1.130 1.629 -1.562 -1.169
C 2.779 -0.656 -0.016 -1.133
O -4.057 1.578 0.901 -0.369
O -2.516 0.008 0.319 -0.256
Si 1.189 0.462 0.057 0.177
H -1.359 -1.719 1.746 0.245
H 0.180 -2.644 0.923 0.196
H -2.308 -0.434 -1.798 0.328
H -3.316 -1.560 -0.862 0.490
H -0.615 -2.108 -1.404 0.258
H 0.616 2.490 1.275 0.285
H 0.593 0.910 2.244 0.331
H 2.112 1.626 1.879 0.366
H 0.267 2.400 -1.671 0.322
H 1.919 2.341 -1.441 0.364
H 1.472 1.186 -2.552 0.325
H 3.622 -0.477 -0.661 0.366
H 2.987 -0.731 1.046 0.327
H 2.324 -1.627 -0.186 0.327
```

The calculation puts the HOMO energy (spin up / spin down) at -8.55 / -8.34 eV. The frontier orbital gap (spin up / spin down) is 8.41 / 8.05 eV. Its molar mass is 170.28 g mol⁻¹. The calculation puts the LUMO energy (spin up / spin down) at -0.14 / -0.29 eV. The value obtained for the energy above the lowest of the compared OMol25 structures with the same formula, charge and spin is 158.4 kcal/mol. The calculation puts the total energy at -753.00163 Eh.

# 10
Molecular formula: C8H14O3
Method: DFT, ωB97M-V/def2-TZVPD

Geometry as XYZ:
```
25
Properties=species:S:1:pos:R:3:mulliken_charge:R:1
O -1.397 1.054 2.820 -0.566
C -1.925 0.389 1.778 0.407
O -2.742 1.175 0.834 -0.460
C -1.732 -1.240 1.511 -0.419
C -0.130 -1.683 1.414 -0.464
C 0.414 -1.842 -0.129 -0.608
C 0.626 -0.347 -0.767 0.434
C 1.871 0.598 -0.274 -0.525
C 1.345 2.002 -1.014 -0.551
C 0.799 1.301 -2.431 -0.416
O 0.706 -0.184 -2.241 -0.507
H -3.331 0.504 0.353 0.358
H -2.351 -1.549 0.559 0.311
H -2.188 -1.787 2.470 0.276
H 0.469 -0.771 1.882 0.220
H 0.074 -2.658 2.072 0.334
H 1.404 -2.461 -0.214 0.298
H -0.376 -2.396 -0.832 0.266
H -0.342 0.262 -0.517 -0.036
H 2.161 0.650 0.859 0.286
H 2.838 0.296 -0.870 0.274
H 0.481 2.322 -0.256 0.187
H 2.122 2.866 -1.169 0.353
H -0.278 1.797 -2.546 0.212
H 1.483 1.701 -3.292 0.338
```

The calculation puts the HOMO energy at -9.76 eV. The frontier orbital gap is 10.24 eV. Its molar mass is 158.20 g mol⁻¹. The calculation puts the LUMO energy at 0.48 eV. Its structure (SMILES) is O=C(O)CCC[C@H]1CCCO1. The value obtained for the energy above the lowest of the compared OMol25 structures with the same formula, charge and spin is 118.6 kcal/mol. The calculation puts the total energy at -538.77084 Eh.